97
Properties=species:S:1:pos:R:3:lowdin_charge:R:1 method="wB97M-V/def2-TZVPD" e_tot_ha=-9649.5096 orbital_gap_ev=4.248 homo_energy_ha=-0.014 charge=-2
Pt -0.1361 0.3604 1.3849 0.833
O 1.5211 -1.0502 0.8124 -0.448
S 1.6400 -1.4801 2.2215 0.418
O 1.8228 -2.8958 2.3913 -0.301
O 0.6167 -0.8763 3.0876 -0.413
C 3.1457 -0.7152 2.8461 -0.256
C 3.9323 -1.4109 3.7365 -0.062
C 5.0855 -0.8317 4.2500 -0.081
C 5.4312 0.4604 3.8543 -0.091
C 4.6164 1.1718 3.0013 -0.073
C 3.4469 0.5965 2.4853 -0.326
P 2.2885 1.5610 1.4637 1.082
C 2.5119 3.1563 2.3301 -0.343
C 3.3366 4.2116 1.9380 -0.104
C 3.4804 5.3171 2.7544 -0.108
C 2.8058 5.3981 3.9635 -0.107
C 1.9683 4.3571 4.3538 -0.084
C 1.8254 3.2505 3.5459 -0.098
C 3.2468 1.6622 -0.0776 -0.333
C 4.0463 0.5753 -0.4316 -0.082
C 4.6153 0.4975 -1.6886 -0.091
C 4.4329 1.5229 -2.6016 -0.110
C 3.6677 2.6230 -2.2460 -0.113
C 3.0524 2.6817 -1.0077 -0.118
H 3.6263 -2.4115 3.9995 0.107
H 5.7122 -1.3811 4.9373 0.092
H 6.3460 0.9111 4.2196 0.094
H 4.8856 2.1784 2.7107 0.103
H 3.8772 4.1555 1.0029 0.092
H 4.1344 6.1233 2.4476 0.092
H 2.9361 6.2605 4.6005 0.088
H 1.4391 4.4108 5.2937 0.100
H 1.1818 2.4283 3.8418 0.108
H 4.1966 -0.2220 0.2824 0.100
H 5.1921 -0.3763 -1.9595 0.096
H 4.8664 1.4576 -3.5909 0.090
H 3.5286 3.4330 -2.9493 0.094
H 2.3987 3.5086 -0.7656 0.110
F -4.7862 -2.5450 0.1545 0.055
C -4.8532 -2.1478 -1.1302 -0.232
C -3.6937 -2.2266 -1.9004 -0.107
C -3.8433 -1.9301 -3.2546 -0.216
F -2.7955 -2.0714 -4.0851 0.090
C -5.0464 -1.5160 -3.7958 -0.136
F -5.1634 -1.2471 -5.1151 0.088
C -6.1647 -1.3672 -2.9743 -0.122
F -7.3396 -0.9348 -3.4853 0.091
C -6.0657 -1.7148 -1.6242 -0.134
F -7.1612 -1.6264 -0.8401 0.093
Ge -2.0136 -2.7823 -0.9031 0.657
S -1.8582 -1.6331 0.9027 0.293
C -0.6000 -2.9115 -2.3243 -0.096
C -0.2510 -1.7461 -3.0048 -0.222
F -0.9367 -0.6310 -2.7010 0.103
C 0.7153 -1.7141 -3.9896 -0.123
F 1.0020 -0.5904 -4.6774 0.103
C 1.3995 -2.8920 -4.3065 -0.113
F 2.3265 -2.9007 -5.2910 0.094
C 1.1052 -4.0678 -3.6120 -0.132
F 1.7605 -5.2067 -3.9316 0.089
C 0.1335 -4.0524 -2.6292 -0.206
F -0.1149 -5.1981 -1.9656 0.090
C -2.4934 -4.7058 -0.5667 -0.122
C -2.4100 -5.3512 0.6651 -0.223
F -1.9293 -4.6964 1.7254 0.077
C -2.8055 -6.6654 0.8399 -0.132
F -2.7172 -7.2730 2.0426 0.092
C -3.3057 -7.3939 -0.2434 -0.122
F -3.7035 -8.6766 -0.0821 0.089
C -3.3888 -6.7790 -1.4939 -0.140
F -3.8623 -7.4799 -2.5487 0.086
C -2.9903 -5.4660 -1.6253 -0.233
F -3.0844 -4.8811 -2.8376 0.083
O 0.3085 1.6106 -1.2439 0.110
B -0.6655 1.3259 -0.2823 -0.739
O -1.8618 1.9304 -0.6563 0.158
C -1.6223 2.5748 -1.8191 -0.206
C -2.4682 3.3610 -2.5732 -0.003
C -1.9440 3.9356 -3.7232 -0.120
C -0.6270 3.7199 -4.0975 -0.117
C 0.2296 2.9361 -3.3374 -0.003
C -0.2835 2.3699 -2.1890 -0.211
H -3.4941 3.5076 -2.2737 0.112
H -2.5742 4.5562 -4.3452 0.088
H -0.2540 4.1631 -5.0086 0.088
H 1.2473 2.7674 -3.6413 0.097
Br -3.9389 3.7968 5.6207 0.624
C -2.9265 2.8556 4.3003 -0.713
C -2.9885 1.4770 4.2681 -0.150
C -2.2244 0.8058 3.3298 -0.127
C -1.3880 1.4892 2.4460 -0.337
C -1.3704 2.8812 2.5021 -0.135
C -2.1418 3.5723 3.4207 -0.158
H -3.6315 0.9430 4.9527 0.089
H -2.2738 -0.2713 3.2729 0.055
H -0.7552 3.4424 1.8128 0.096
H -2.1381 4.6518 3.4348 0.088

=====

105
Properties=species:S:1:pos:R:3:lowdin_spin:R:1 method="wB97M-V/def2-TZVPD" e_tot_ha=-4052.1204 multiplicity=3 orbital_gap_ev="5.160 / 5.406" homo_energy_ha="-0.386 / -0.378" charge=+1 s2=2.009
V 0.5785 -0.2188 -1.9736 1.816
N -0.2479 -0.2119 -0.2177 0.006
S -0.7300 0.7951 0.8307 0.004
O -0.0281 0.8169 2.1122 -0.003
O -2.0629 1.3003 0.7285 0.002
F 0.0655 1.9631 0.0488 0.000
S -1.1484 -1.4143 0.7040 0.005
O -2.5858 -1.3330 0.7346 0.004
O -0.3739 -1.9205 1.8372 0.005
F -0.9569 -2.5896 -0.4260 0.002
C 3.3531 -0.5007 0.8956 0.000
C 3.9670 0.7857 0.2427 0.002
C 5.4424 0.6361 0.5615 0.000
C 6.3212 1.7427 -0.0581 0.000
C 6.1696 1.6858 -1.6063 0.000
C 4.6807 1.8977 -2.0053 0.000
N 3.8252 0.9269 -1.2355 0.029
O 2.4207 0.9415 -1.5889 0.076
C 4.6108 1.5748 -3.5155 0.000
C 4.3259 3.4206 -1.8500 0.001
C 3.4984 1.9967 1.1493 0.001
H 3.5172 -0.4272 1.9706 0.000
H 3.7778 -1.4140 0.4788 0.000
H 2.2806 -0.4761 0.7027 0.000
H 5.8586 -0.3410 0.3162 0.000
H 5.5801 0.8247 1.6262 0.000
H 7.3715 1.5955 0.1933 0.000
H 6.1017 2.7461 0.3068 0.000
H 6.6501 0.8144 -2.0510 0.000
H 6.7520 2.5347 -1.9644 0.000
H 3.6535 1.8247 -3.9730 0.000
H 4.8550 0.5317 -3.7168 0.000
H 5.3461 2.1555 -4.0724 0.000
H 4.9839 4.0573 -2.4413 0.000
H 4.3447 3.7364 -0.8069 0.000
H 3.3104 3.6683 -2.1591 0.000
H 4.0426 2.9383 1.0777 0.000
H 3.5822 1.7025 2.1955 0.000
H 2.4177 2.1164 1.0726 0.000
C -5.7679 0.9435 -1.3412 0.000
O -4.9616 -0.2180 -1.1846 0.000
H -5.9512 1.1943 -2.3860 0.000
H -6.7892 0.8026 -0.9876 0.000
H -5.4146 1.7643 -0.7170 0.000
H -5.0123 -0.6045 -0.3073 0.000
C 1.6300 4.8988 -0.0324 0.000
O 0.9604 5.8601 0.7265 0.000
H 1.0072 4.0191 -0.1945 0.000
H 1.8345 5.2708 -1.0364 0.000
H 2.5730 4.5952 0.4223 0.000
H 0.7844 5.4592 1.5808 0.000
C 0.3382 2.7300 -3.2353 0.002
O -0.3392 1.6910 -2.5618 0.011
H 0.6617 3.5043 -2.5397 0.000
H 1.2325 2.4137 -3.7721 0.000
H -0.2832 3.1809 -4.0090 0.000
H -1.2262 2.0462 -2.4688 0.001
C -4.6565 1.7017 2.8065 0.000
O -3.4866 1.8014 3.6303 0.000
H -5.5601 1.4368 3.3555 0.000
H -4.7247 2.6511 2.2754 0.000
H -4.5106 0.9336 2.0470 0.000
H -2.7932 2.2943 3.1854 0.000
C -6.7820 -1.3049 1.8901 0.000
O -5.5487 -1.5074 1.2675 0.000
H -7.1282 -2.2648 2.2733 0.000
H -6.7663 -0.6720 2.7774 0.000
H -7.3881 -0.9451 1.0586 0.000
H -4.9827 -2.0230 1.8467 0.000
C -3.1948 -3.9272 3.1037 0.000
O -4.0092 -2.7887 2.9694 0.000
H -2.2083 -3.6528 2.7301 0.000
H -3.0272 -4.2404 4.1342 0.000
H -3.5419 -4.7674 2.5022 0.000
H -3.5758 -2.0586 3.4174 0.000
C -2.4071 -0.7417 -2.9012 0.002
O -1.0947 -1.1975 -2.8344 0.011
H -2.5429 0.1244 -2.2534 0.000
H -2.6650 -0.5987 -3.9505 0.000
H -3.0643 -1.5273 -2.5285 0.000
H -1.1137 -1.8748 -3.5146 0.001
C -1.2451 -0.4222 4.8433 0.000
O -2.3134 -0.6942 4.0278 0.000
H -0.8102 0.5515 4.6180 0.000
H -1.4699 -0.4952 5.9074 0.000
H -0.4195 -1.0861 4.5871 0.000
H -2.7562 0.1442 3.8776 0.000
C 2.4273 -4.0547 1.0944 0.000
O 2.0687 -4.0778 -0.2922 0.000
H 3.4905 -4.2064 1.2811 0.000
H 2.1789 -3.0787 1.5113 0.000
H 1.9019 -4.8590 1.6091 0.000
H 2.0529 -4.9812 -0.6166 0.000
C 2.7954 -2.3009 -2.9474 0.002
O 1.6874 -2.0412 -1.9987 0.018
H 3.6996 -2.5698 -2.4012 0.000
H 2.4975 -3.0638 -3.6666 0.000
H 3.0456 -1.4935 -3.6356 0.000
H 1.8126 -2.7507 -1.3643 0.001
C -4.3144 -3.6552 -1.0048 0.000
O -3.9924 -5.0082 -1.3562 0.000
H -3.4220 -3.0340 -1.0810 0.000
H -5.0314 -3.1376 -1.6421 0.000
H -4.6414 -3.6922 0.0344 0.000
H -3.2967 -5.2785 -0.7524 0.000

=====

5
Properties=species:S:1:pos:R:3:lowdin_spin:R:1 method="wB97M-V/def2-TZVPD" e_tot_ha=-2831.4548 multiplicity=2 orbital_gap_ev="6.880 / 5.267" homo_energy_ha="-0.068 / -0.059" charge=-2 s2=0.757
Cu 0.1814 -0.0226 0.0124 0.491
I -0.8444 1.8962 -1.6959 0.142
I 2.4646 1.2094 0.9675 0.081
I -0.4594 -2.2326 -1.5271 0.181
I -1.3423 -0.8504 2.2431 0.106

=====

24
Properties=species:S:1:pos:R:3:lowdin_spin:R:1 method="wB97M-V/def2-TZVPD" e_tot_ha=-347.5671 multiplicity=2 orbital_gap_ev="6.563 / 5.172" homo_energy_ha="-0.095 / -0.059" charge=-1 s2=0.765
N -2.3011 -0.7774 -0.9409 0.225
C -1.3331 0.0931 -0.3667 0.051
C -1.9919 0.9219 0.7231 0.014
C -0.1191 -0.7736 0.1910 0.051
N 0.9672 0.0561 0.8546 0.540
C 1.9507 0.4519 -0.1352 0.056
C 2.8941 -0.6533 -0.6664 0.024
C -0.5365 -1.8414 1.2060 0.010
H 0.2910 -1.1909 -0.7299 0.004
H -2.3350 -0.6733 -1.9522 0.009
H -0.8643 0.8938 -0.9996 -0.001
H -2.6770 1.6404 0.2918 0.000
H -1.1436 1.3063 1.3034 0.003
H -2.6097 0.2211 1.2776 0.001
H -0.9734 3.8450 -0.4684 0.000
H -0.5647 3.3348 -0.8171 0.000
H 1.6023 1.1085 -0.9537 0.015
H 2.5769 1.1306 0.4589 -0.002
H 3.2893 -1.3778 0.0618 0.000
H 2.2186 -1.2214 -1.3581 0.001
H 3.7396 -0.2389 -1.2195 0.001
H -0.0109 -2.7975 1.1451 0.000
H -1.5689 -2.0186 0.8802 0.000
H -0.5005 -1.4394 2.2142 0.000

=====

120
Properties=species:S:1:pos:R:3:lowdin_spin:R:1 method="wB97M-V/def2-TZVPD" e_tot_ha=-3057.4068 multiplicity=2 orbital_gap_ev="2.735 / 9.963" homo_energy_ha="-0.032 / -0.307" charge=-1 s2=0.752
H 4.9855 -0.0063 1.6614 0.002
H 4.0178 -1.1366 1.8949 0.004
O 4.3156 -0.3185 2.2868 0.010
H -4.6458 -2.6918 3.7149 0.004
H -3.3349 -1.9803 3.7741 0.003
O -3.7817 -2.7328 4.1389 0.011
H 2.7664 1.8422 3.1055 0.001
H 3.2937 1.2627 1.7978 0.002
O 2.6559 1.8998 2.1839 0.009
H -4.3504 1.2822 3.2985 0.002
H -3.3506 0.8663 4.2922 0.003
O -4.2906 1.1332 4.2545 0.007
H -4.6279 0.4076 -3.0089 0.003
H -5.0136 0.7541 -1.6848 0.002
O -5.1978 1.0733 -2.5746 0.006
H 0.9606 -1.3346 -2.0823 0.011
O 0.4335 -0.8392 -2.8701 0.036
H -0.0220 1.5124 -3.7552 0.003
O -0.0035 1.0210 -4.5638 0.007
H -0.4653 -5.0311 -2.6259 0.015
H 0.1820 -6.4372 -2.4150 0.006
O -0.5730 -5.8891 -2.2685 0.028
H 1.6646 2.5726 4.2788 0.001
H 0.4591 2.9414 5.1815 0.001
O 1.4092 2.9361 5.1642 0.003
H 2.5017 -3.5588 0.7196 0.006
H 2.5520 -2.4990 2.0717 0.009
O 2.9330 -2.8438 1.2408 0.023
H 1.8380 -5.1958 3.7830 0.005
H 1.4618 -6.2192 2.6127 0.007
O 1.4819 -5.2074 2.8983 0.016
H 3.2451 3.5350 -2.1663 0.001
O 2.7042 4.2603 -1.9399 0.002
H 0.8981 -5.6439 -0.3900 0.006
H 1.3354 -4.3661 0.0118 0.011
O 1.7208 -5.2813 0.0195 0.023
H 3.1767 -0.9554 5.1974 0.002
H 1.9292 -0.1691 4.6811 0.002
O 2.9514 -0.1951 4.6253 0.006
H -3.8961 3.3497 0.7569 0.001
H -3.3719 3.2691 2.0001 0.001
O -4.1424 2.8432 1.5219 0.006
H -1.5080 5.0668 3.5378 0.001
H -0.6939 4.5913 2.4253 0.001
O -1.0902 4.2393 3.2318 0.003
H 2.9722 5.1729 0.5280 0.000
H 2.8367 5.3165 2.1182 0.000
O 2.7832 5.8179 1.2742 0.001
H -1.1350 2.8452 -5.7983 0.001
H 0.2119 3.4819 -5.2964 0.001
O -0.5695 3.6499 -5.7640 0.001
H -0.6245 -3.9551 1.3063 0.011
O 0.1985 -3.4702 0.9535 0.070
H -3.2826 -3.6964 1.7035 0.007
H -2.7098 -4.2869 0.3495 0.012
O -2.4902 -4.2702 1.3269 0.027
H -2.2718 -1.2095 -2.7549 0.010
O -3.0541 -1.8512 -2.9631 0.026
H 0.5153 -3.4970 3.8270 0.005
H -0.5397 -2.7598 4.6952 0.005
O 0.3263 -2.6151 4.1834 0.016
H 1.3084 2.4539 -1.2342 0.002
H 1.9200 1.0365 -1.0893 0.009
O 1.6855 1.6654 -1.7425 0.014
H 0.9890 0.5967 3.1058 0.007
H -0.3648 1.0661 3.4206 0.005
O 0.3221 0.5416 3.7899 0.014
H 5.4129 -4.2108 0.0989 0.002
H 4.3819 -3.0819 0.4413 0.003
O 5.3113 -3.2655 0.2638 0.009
H -4.6837 2.4935 -2.3616 0.001
H -3.4709 3.3082 -2.8135 0.001
O -3.9501 3.1154 -2.0148 0.003
H 4.1922 1.4086 -2.0017 0.002
H 5.4408 1.2606 -1.2248 0.001
O 4.6124 1.6802 -1.2052 0.005
H -1.0215 -0.2402 3.0529 0.004
H -1.4337 -1.9072 2.7495 0.011
O -1.7532 -0.8994 2.9989 0.020
H -0.3399 4.1288 0.1985 0.001
H -0.8748 2.8411 1.0903 0.003
O -0.5035 3.2351 0.3334 0.006
H -3.4781 -2.7774 -0.9916 0.012
H -4.9476 -3.1591 -0.5627 0.006
O -4.0085 -3.1268 -0.2423 0.020
H -3.8042 1.6596 -5.2746 0.001
H -3.1776 0.2802 -4.8359 0.003
O -3.0026 1.1122 -5.2990 0.006
H 5.7863 -1.0469 0.0407 0.002
O 5.9504 -0.3953 -0.6726 0.005
H 1.3386 -2.5218 -0.7623 0.029
H 2.3974 -1.4298 -0.4463 0.021
O 2.0715 -2.0702 -1.1519 0.057
H -0.2780 -2.8498 0.3123 0.050
H 0.4442 -0.1022 -2.1927 0.005
H -2.6186 -2.5321 -3.5042 0.004
H 0.9561 1.0285 -4.7601 0.002
H 3.3407 4.9720 -1.7768 0.000
H 5.9534 -0.8111 -1.5794 0.001
O 0.4621 5.0695 -3.2250 0.001
H 1.3570 4.9619 -2.8963 0.000
H 0.5524 5.0102 -4.1714 0.000
O -0.8249 -2.6077 -4.2698 0.019
H -0.3517 -2.0935 -3.5496 0.008
H -1.3093 -1.8435 -4.7107 0.004
O -1.1260 0.6852 -0.3518 0.028
H -1.4548 -0.1971 -0.4861 0.011
H -1.9805 1.1326 -0.1592 0.005
O -5.2839 -0.6015 0.2329 0.008
H -4.3379 -0.6404 0.2455 0.003
H -5.4141 0.0217 0.9360 0.002
O -2.6456 -1.1803 0.6499 0.030
H -2.4137 -0.7862 1.5577 0.003
H -2.9318 -2.0765 0.6005 0.006
O -0.9210 5.2041 -1.0553 0.001
H -1.6222 5.3251 -1.7321 0.000
H -0.2996 4.6818 -1.6078 0.001
O 4.6971 -1.0166 -3.1852 0.010
H 4.4370 -1.7020 -2.6119 0.006
H 5.5364 -1.2118 -3.5468 0.002

=====

8
Properties=species:S:1:pos:R:3:lowdin_charge:R:1 method="wB97M-V/def2-TZVPD" e_tot_ha=-668.5440 orbital_gap_ev=13.503 homo_energy_ha=-0.679 charge=+1
O -1.1033 -0.4725 -0.9523 0.022
O 0.4957 -1.0722 1.0120 0.030
O 0.1177 1.5504 0.2106 -0.072
F 1.3646 -0.7022 -1.0988 0.020
P 0.2061 -0.2154 -0.2040 0.655
H -1.8167 0.1438 -0.7436 0.143
H -0.2750 -1.0979 1.5839 0.137
H 1.0109 1.8661 0.1922 0.064

=====

73
Properties=species:S:1:pos:R:3:lowdin_charge:R:1 method="wB97M-V/def2-TZVPD" smiles="O=S1(=O)CCCC1.CC(C)=O.CC#N.CC#N.CC#N.CC#N.CC#N.CC#N.CC#N.CC#N" e_tot_ha=-1961.0604 orbital_gap_ev=9.455 homo_energy_ha=-0.352 charge=0
O -1.1134 1.1703 -2.3943 -0.351
S -1.3317 2.4866 -2.9657 0.687
O -1.2271 3.6370 -2.1015 -0.327
C -0.4188 2.6398 -4.5702 -0.214
C -1.4096 3.2551 -5.5428 -0.220
C -2.7471 2.5794 -5.2696 -0.223
C -2.9974 2.6056 -3.7703 -0.198
H -0.3299 1.5832 -4.8364 0.089
H 0.5671 3.0527 -4.3779 0.106
H -1.4890 4.3365 -5.4362 0.124
H -1.1137 3.0192 -6.5653 0.119
H -2.7862 1.5406 -5.6026 0.121
H -3.5242 3.1252 -5.8053 0.120
H -3.5629 1.7804 -3.3445 0.094
H -3.3931 3.5619 -3.4353 0.106
C 3.9151 0.0061 1.7971 -0.028
C 5.0534 0.9897 1.8318 -0.498
C 4.8473 2.2843 1.0623 -0.022
O 6.0992 0.7614 2.3810 0.076
H 3.0513 0.3442 2.3721 0.077
H 4.2298 -0.9556 2.2006 0.073
H 3.6444 -0.1576 0.7512 0.056
H 5.8012 2.6263 0.6636 0.081
H 4.4143 3.0576 1.6969 0.086
H 4.1835 2.1416 0.2075 0.069
C 4.1423 -3.7062 0.5633 -0.081
C 4.0231 -4.8824 1.4317 -0.270
N 3.9335 -5.8042 2.1137 0.121
H 4.5876 -4.1103 -0.3500 0.082
H 4.8198 -2.9635 0.9732 0.070
H 3.1958 -3.2576 0.2778 0.035
C 0.1719 -6.1305 2.1312 -0.067
C -0.5685 -5.8058 3.3370 -0.302
N -1.1368 -5.5461 4.3012 0.129
H 1.2172 -6.1809 2.4366 0.062
H 0.0065 -5.3522 1.3867 0.055
H -0.1843 -7.0754 1.7254 0.084
C -2.6958 -3.3394 2.1973 -0.073
C -2.9223 -3.0830 0.7633 -0.279
N -3.1014 -2.8380 -0.3448 0.130
H -3.0602 -2.5089 2.7964 0.081
H -1.6571 -3.5578 2.4121 0.023
H -3.3227 -4.2008 2.4316 0.083
C 0.4162 -0.2519 0.2129 -0.068
C 0.4230 -1.5865 0.7635 -0.248
N 0.4547 -2.6467 1.1972 0.166
H 1.1414 0.4167 0.6744 0.062
H -0.5590 0.2125 0.3422 0.051
H 0.6321 -0.2506 -0.8532 0.050
C -2.0441 3.5186 1.3857 -0.095
C -2.9477 3.9498 2.4362 -0.297
N -3.6370 4.3243 3.2699 0.127
H -2.0022 2.4320 1.4405 0.049
H -1.0322 3.9062 1.5029 0.084
H -2.3584 3.8737 0.4066 0.060
C 2.1971 -0.3098 -3.9123 -0.050
C 2.6527 -0.9337 -2.6817 -0.249
N 3.0015 -1.4214 -1.7062 0.172
H 2.9474 0.3597 -4.3282 0.090
H 1.3172 0.2943 -3.6782 0.054
H 1.9042 -1.0510 -4.6523 0.091
C -3.5931 0.4109 -0.2449 -0.070
C -4.2806 1.6894 -0.1001 -0.283
N -4.8520 2.6754 0.0003 0.158
H -4.1619 -0.3779 0.2388 0.070
H -2.6456 0.5283 0.2880 0.049
H -3.2659 0.1746 -1.2540 0.065
C -1.1987 1.4887 5.3510 -0.056
C -0.3455 1.5675 4.1707 -0.261
N 0.3112 1.6150 3.2327 0.145
H -1.5381 0.4507 5.4100 0.086
H -2.0826 2.1183 5.2821 0.078
H -0.6653 1.6948 6.2753 0.085